Record 1
A cluster of 2 separate species, C5H14NO in total. Source: OMol25; level of theory: ωB97M-V with the def2-TZVPD basis set.

Element x y z (Å)
C  -0.17605  -0.78982  -2.04341
C  0.09185  0.00514  -0.79494
C  -0.67607  -0.49403  0.41627
C  -0.29124  -1.91630  0.73533
C  0.72880  -2.23930  1.50396
N  -0.19313  1.44787  -1.07545
H  0.28362  -0.38704  -2.93588
H  0.18501  -1.80843  -1.99501
H  -1.23540  -0.84898  -2.30965
H  1.17080  -0.02042  -0.66122
H  -1.73765  -0.46678  0.16631
H  -0.53670  0.14720  1.28404
H  -0.98462  -2.69139  0.44261
H  0.96091  -3.26538  1.73474
H  1.36542  -1.49754  1.96908
H  -1.17490  1.63537  -1.31227
H  0.27354  1.79523  -1.91373
H  -0.01020  2.06398  -0.25707
H  0.47404  2.49335  2.28076
H  0.56662  3.62347  1.27294
O  0.41703  2.66944  1.33469

Forces on the atoms, in the same order (eV/Å):
-0.793 -0.276 -0.908
0.650 -0.343 -0.488
-0.136 -0.014 -0.182
-0.457 0.084 0.480
0.320 0.009 0.198
-1.163 1.081 -0.304
0.455 0.402 -0.115
0.101 -0.168 0.412
-0.132 0.009 0.343
0.093 0.019 0.539
-0.139 0.066 0.025
0.186 0.090 0.017
0.079 -0.098 -0.425
-0.040 -0.170 0.039
0.121 0.121 -0.119
-0.115 -0.517 0.235
0.554 -0.143 0.193
0.374 -0.391 0.059
-0.055 -0.225 -0.016
0.019 -0.089 0.021
0.079 0.555 -0.004

The charge is +1. The value obtained for the HOMO-LUMO gap is 10.1 eV.

=====

Record 2
A structure of composition C5H14NO2. Source: OMol25; level of theory: ωB97M-V with the def2-TZVPD basis set.

Element x y z (Å)
C  -1.61513  0.24333  0.45789
O  -2.37074  -0.94051  0.51978
C  -0.29598  0.06905  -0.21374
C  0.57816  1.23977  -0.55048
C  2.00743  0.79733  -0.44051
C  2.40032  -0.47752  -0.89984
N  1.22588  -0.81573  1.90303
H  -2.20208  1.01099  -0.07871
H  -1.47022  0.56629  1.50864
H  0.35424  -0.30801  0.69832
H  -0.11864  -0.83851  -0.77588
H  0.41263  1.78367  -1.49154
H  0.54528  1.98407  0.23709
H  2.21109  -0.17627  0.37931
H  2.77790  1.57212  -0.41979
H  1.78482  -1.26283  -1.31396
H  3.47229  -0.61048  -1.06458
H  0.78016  -0.90165  2.80900
H  1.74349  -1.67301  1.70870
H  -4.98777  -0.31388  -1.59165
H  -3.11100  -0.82193  -0.17216
O  -4.12216  -0.12631  -1.20892

Forces on the atoms, in the same order (eV/Å):
-1.590 0.476 -0.335
0.044 -0.061 -0.421
1.898 -0.984 1.606
0.201 -0.282 1.244
-0.069 -0.588 -4.112
1.193 1.905 -0.627
1.453 0.308 -0.238
-0.085 -0.071 0.333
0.234 0.210 -0.297
-1.118 -0.034 -0.677
-0.924 0.158 -1.026
0.360 -0.123 -0.166
-0.699 0.445 0.259
-0.464 -0.825 2.105
0.127 -0.506 0.760
-0.545 0.194 0.711
-0.213 -0.088 0.439
0.186 0.036 0.044
-0.102 -0.232 0.262
0.244 -0.119 0.203
-0.124 0.129 0.094
-0.008 0.053 -0.161

The charge is -1. The value obtained for the HOMO-LUMO gap is 4.8 eV.

=====

Record 3
A structure of composition C5H14NO2. Source: OMol25; level of theory: ωB97M-V with the def2-TZVPD basis set.

Element x y z (Å)
C  -4.00594  0.92098  0.57390
C  -2.72927  0.25400  -0.74488
N  -2.42368  0.93939  0.41935
C  0.91424  0.72197  0.20310
C  0.89430  -0.83790  0.46407
C  2.10416  -1.53508  -0.30048
O  3.25840  -1.34550  0.54867
H  -4.13466  1.66173  1.31066
H  -4.67777  1.21033  -0.25397
H  -4.43170  0.09168  1.01881
H  -2.88748  -0.83794  -0.85784
H  -2.85800  0.74441  -1.77834
H  0.91033  -1.07501  1.58705
H  1.59388  1.23275  0.90298
H  -0.06279  1.20033  0.15575
H  1.35771  0.98688  -0.79135
H  -0.13528  -1.25613  0.24859
H  2.25778  -1.08023  -1.29182
H  1.96373  -2.59883  -0.54668
H  3.75681  -0.51778  0.01758
H  5.00008  0.23595  -0.62605
O  4.33514  0.88397  -0.25907

Forces on the atoms, in the same order (eV/Å):
0.452 0.582 -1.139
0.818 2.560 2.294
-1.721 -2.137 -4.112
0.820 -0.352 -0.630
-0.695 -0.082 0.095
-0.017 0.527 1.812
-0.230 0.439 -2.598
0.243 1.349 0.662
0.317 0.138 -0.106
-0.562 -2.403 0.679
-0.195 0.077 0.633
0.521 -0.164 1.127
0.671 0.452 -1.502
-0.402 -0.204 -0.109
-0.111 -0.174 0.641
-0.098 -0.664 0.651
0.884 0.318 -0.596
-0.110 0.356 0.298
-0.292 -0.084 0.568
-0.668 0.029 1.906
-0.420 1.429 0.325
0.795 -1.994 -0.898

The charge is -1. The value obtained for the HOMO-LUMO gap is 5.3 eV.

=====

Record 4
A cluster of 2 separate species, C5H14NO2 in total. Source: OMol25; level of theory: ωB97M-V with the def2-TZVPD basis set.

Element x y z (Å)
C  2.37811  -0.31868  0.11967
C  1.11114  0.23415  -0.58506
C  0.48385  1.31558  0.30030
C  -1.03286  1.39925  0.33872
C  -1.59452  0.17076  1.21645
O  -0.84717  -0.94683  1.22770
N  1.53395  0.83782  -1.86543
H  2.07429  -0.66476  1.12153
H  2.70332  -1.25126  -0.33762
H  3.12338  0.45969  0.14248
H  0.36544  -0.52800  -0.76658
H  0.72195  1.31116  1.37514
H  0.87628  2.30232  -0.00845
H  -1.63612  1.26976  -0.57183
H  -1.38138  2.33088  0.80354
H  -1.56143  0.64660  2.24109
H  -2.67282  0.03828  0.95229
H  0.92438  0.60680  -2.63802
H  1.47464  1.85060  -1.81917
H  -1.45510  -1.89519  0.32363
H  -1.54322  -1.86349  -1.19373
O  -1.79997  -2.49173  -0.51408

Forces on the atoms, in the same order (eV/Å):
-1.814 -0.993 0.345
0.868 0.676 0.613
-0.646 1.317 0.287
-1.430 -1.621 0.030
0.517 1.639 1.338
-0.163 -0.446 -0.547
-0.043 0.253 -0.665
0.178 0.526 -0.093
0.451 0.259 -0.523
0.457 0.056 0.066
0.126 -0.316 0.135
0.446 -0.723 -0.271
0.077 -0.172 -0.159
0.904 0.408 -0.612
0.146 -0.066 -0.042
-0.463 -0.269 -0.045
0.255 -0.031 0.015
-0.129 -0.324 0.080
0.142 -0.108 0.175
0.063 -0.445 -0.347
-0.089 -0.145 -0.356
0.146 0.525 0.575

The charge is -1. The value obtained for the HOMO-LUMO gap is 7.4 eV.

=====

Record 5
A cluster of 2 separate species, C5H14NO2 in total. Source: OMol25; level of theory: ωB97M-V with the def2-TZVPD basis set.

Element x y z (Å)
C  0.66012  1.49680  -1.40565
C  0.27015  0.27951  -0.58358
C  -0.20568  0.78883  0.91803
C  0.93825  1.52632  1.76922
N  -0.82067  -0.26480  -1.39330
C  -1.31731  -1.63319  -1.02116
O  -1.61665  -1.86616  0.20737
H  1.03835  2.40459  -0.88948
H  1.40392  1.26797  -2.12764
H  -0.20828  1.91686  -1.95704
H  1.10258  -0.43461  -0.43799
H  -0.98871  1.59944  0.78468
H  -0.53575  -0.10771  1.40735
H  0.37619  2.09590  2.51625
H  1.46678  2.30946  1.09083
H  1.76727  1.01404  2.05748
H  -1.51435  0.43189  -1.35915
H  -2.22945  -1.99135  -1.77258
H  -0.44978  -2.24605  -1.37977
H  -0.35515  -2.36657  1.00961
H  0.77124  -3.44523  0.98274
O  0.44692  -2.77592  1.58379

Forces on the atoms, in the same order (eV/Å):
-0.047 1.786 0.113
-0.552 1.685 1.869
1.939 0.905 -1.543
-2.575 2.674 -3.587
0.090 -2.622 0.570
0.248 1.657 -3.693
-0.992 -0.582 1.272
-0.043 -0.864 0.269
0.594 -0.350 -0.855
0.324 -0.543 0.243
-0.455 0.200 -0.257
0.477 -1.338 0.071
-0.556 0.038 0.567
0.720 -0.290 0.343
-1.254 -0.898 0.963
1.759 -2.181 1.519
-1.403 0.695 -0.174
1.863 0.807 1.636
-0.503 -0.481 0.183
2.380 -1.401 2.282
0.287 -0.389 -0.085
-2.300 1.491 -1.706

The value obtained for the HOMO-LUMO gap (alpha / beta) is 10.1 / 6.3 eV. The spin multiplicity is 2.

=====

Record 6
A cluster of 2 separate species, C5H14NO2 in total. Source: OMol25; level of theory: ωB97M-V with the def2-TZVPD basis set.

Element x y z (Å)
O  -0.65699  1.52251  -1.89104
C  -0.16635  1.56098  -0.60543
C  0.90530  0.45221  -0.52394
N  0.17167  -0.85799  -0.40978
C  0.27841  -1.14011  1.08084
C  1.56109  -0.66314  1.66172
C  1.67318  0.66817  0.83533
H  -1.59269  1.73121  -1.98368
H  0.19162  2.61187  -0.43501
H  -0.81678  1.29488  0.28585
H  1.67062  0.46177  -1.30317
H  -0.80956  -0.85381  -0.72869
H  0.60132  -1.61000  -0.99634
H  0.04383  -2.19017  1.30122
H  -0.58506  -0.58029  1.47411
H  2.35195  -1.37361  1.44953
H  1.54853  -0.42875  2.72900
H  1.24223  1.51387  1.35105
H  2.73493  0.88351  0.66351
H  -3.88363  -0.59949  -0.81151
H  -3.39332  -1.45040  -1.95473
O  -3.07029  -0.95323  -1.18882

Forces on the atoms, in the same order (eV/Å):
-1.109 -0.657 -0.985
0.830 0.287 0.899
0.889 2.016 1.251
1.453 -1.125 -0.049
-2.667 -1.585 1.070
0.002 1.578 -1.392
1.008 -1.093 -0.372
0.048 0.101 0.228
0.316 -1.132 0.341
-0.186 0.481 -1.221
-0.756 -0.223 -0.396
-0.012 0.499 0.170
-0.062 0.765 0.715
0.084 0.161 -0.412
0.399 -0.082 0.119
0.315 0.098 -0.018
-0.320 -0.375 -0.197
-0.148 0.075 0.327
-0.363 0.189 -0.146
0.087 0.055 0.182
0.238 0.059 0.117
-0.045 -0.089 -0.231

The charge is +1. The value obtained for the HOMO-LUMO gap is 11.5 eV.

=====

Record 7
A cluster of 2 separate species, C5H14NO2 in total. Source: OMol25; level of theory: ωB97M-V with the def2-TZVPD basis set.

Element x y z (Å)
C  0.33264  0.31097  -0.88213
O  -0.25328  0.97777  -1.97502
C  -0.72866  0.33640  0.22530
C  -0.43904  -0.56153  1.42657
C  0.95524  -0.33183  1.96248
C  1.64759  -1.18309  2.69526
N  -0.99956  1.77359  0.57746
H  0.57526  -0.73647  -1.04859
H  1.24978  0.85313  -0.63842
H  -0.28803  0.39848  -2.76782
H  -1.59013  -0.07347  -0.29807
H  -0.55838  -1.55707  1.03889
H  -1.16664  -0.53758  2.24078
H  1.38000  0.65990  1.82377
H  1.31858  -2.17179  2.99942
H  2.63734  -0.94555  3.07077
H  -0.48626  2.37967  -0.07739
H  -1.95177  2.06093  0.47053
H  -0.63247  1.99404  1.48593
H  0.31013  -1.63729  -3.99978
H  -0.90041  -0.96212  -4.57800
O  -0.41197  -1.04709  -3.75198

Forces on the atoms, in the same order (eV/Å):
-0.286 0.371 0.102
0.026 0.072 -0.284
-0.053 -1.251 -0.316
0.603 0.482 0.013
-0.267 0.063 0.423
0.525 -0.358 0.341
1.106 0.350 -0.979
0.063 -0.068 -0.259
0.089 -0.194 0.376
0.067 0.016 0.386
-0.390 0.463 0.209
0.214 -0.624 -0.172
-0.253 0.533 -0.147
0.089 -0.006 -0.185
-0.285 0.035 -0.322
-0.110 0.234 -0.078
-0.081 -0.196 -0.125
-0.947 -0.001 0.309
-0.097 0.144 0.832
0.095 0.041 0.198
-0.223 0.131 0.027
0.113 -0.237 -0.351

The charge is +1. The value obtained for the HOMO-LUMO gap is 10.2 eV.

=====

Record 8
The molecule C5H14NO3P. Source: OMol25; level of theory: ωB97M-V with the def2-TZVPD basis set.

Element x y z (Å)
C  -3.34233  0.14814  0.42221
C  -2.52452  -0.75266  -0.46018
O  -1.27875  -0.07318  -0.69668
P  -0.02101  -0.68579  0.19742
O  -0.39887  -0.90164  1.58426
O  0.24317  -2.16480  -0.40823
C  1.49520  0.37700  -0.17662
C  1.19352  1.72503  0.42797
C  2.58187  -0.33489  0.73247
N  1.77919  0.21816  -1.63688
H  -2.49925  0.38892  1.11683
H  -3.83721  0.96249  -0.17444
H  -4.06931  -0.39094  0.86114
H  -3.00311  -0.96685  -1.35494
H  -2.20881  -1.59554  0.04323
H  0.09418  -2.06275  -1.38855
H  0.67782  2.51756  -0.10160
H  2.07804  2.25033  0.66233
H  0.61871  1.62677  1.41435
H  2.70343  -1.32750  0.38452
H  3.53526  0.15346  0.72744
H  2.29137  -0.37564  1.74907
H  1.15536  0.70392  -2.24136
H  2.73606  0.56041  -1.68378

Forces on the atoms, in the same order (eV/Å):
2.843 1.741 -1.587
0.364 1.890 0.643
2.382 0.050 -0.467
-0.704 -0.133 -1.242
0.073 0.548 1.310
-0.355 1.007 -1.982
-1.612 -1.687 0.472
-1.230 0.900 1.514
-0.830 0.742 -1.625
1.333 -0.315 2.386
-1.569 0.834 0.121
0.937 -0.384 0.833
-2.544 -1.780 1.875
-0.533 -0.533 -1.948
-0.351 -2.310 1.107
0.544 -0.552 1.107
-0.672 -0.559 -0.876
1.522 0.308 0.544
0.847 -0.110 -1.269
0.250 -1.079 -0.348
0.562 0.583 -0.411
-0.688 0.074 0.980
-0.369 0.737 -0.199
-0.200 0.028 -0.937

The value obtained for the HOMO-LUMO gap is 10.7 eV. The SMILES is CCO[P@@](=O)(O)C(C)(C)N.